Molecular formula: C33H37N2Si
Method: DFT, wB97M-V/def2-TZVPD

```
73
C33H37N2Si (wB97M-V/def2-TZVPD)
C -2.81302 -0.37077 3.67994
C -3.58629 0.66027 2.84573
C -2.59329 1.78088 2.52435
N -1.27204 1.19680 2.77239
C -0.17360 1.87073 2.51372
C 1.14715 1.31473 2.60918
C 1.46563 0.03921 2.07772
C 2.72374 -0.50539 2.30027
C 3.68650 0.21614 3.02179
C 3.39803 1.50565 3.49742
C 2.14863 2.06200 3.27261
C -1.32570 -0.15238 3.34903
H -2.96627 -0.18139 4.74568
H -3.11553 -1.40338 3.48389
H -3.92803 0.21387 1.90811
H -4.45712 1.05254 3.37587
H -2.65916 2.13899 1.48536
H -2.74638 2.64679 3.18608
H -0.28139 2.94550 2.33472
H 0.72230 -0.50281 1.48960
H 2.95707 -1.49816 1.91061
H 4.66944 -0.22497 3.20337
H 4.15301 2.06832 4.04903
H 1.89442 3.06111 3.63850
H -0.68222 -0.25234 4.23507
H -0.98209 -0.90255 2.61853
C -3.77128 3.55324 -1.90583
C -3.26069 4.28724 -2.98118
C -2.10669 3.84962 -3.64484
C -1.47769 2.65736 -3.25259
Si 0.05947 2.04661 -4.10435
C 0.47065 3.16753 -5.53251
C 1.70374 3.83816 -5.55509
C 2.02385 4.69097 -6.61806
C 1.11415 4.87548 -7.66670
C -0.12110 4.21680 -7.64834
C -0.44446 3.37120 -6.57869
C 1.45393 1.99636 -2.87253
C 1.47716 2.91421 -1.81121
C 2.53164 2.90059 -0.88880
C 3.56439 1.96584 -1.02452
C 3.54882 1.05337 -2.08338
C 2.49214 1.06077 -3.00449
C -0.23448 0.29690 -4.79523
C -1.39429 0.18618 -5.81201
C -2.01426 -1.19576 -5.52802
C -1.65804 -1.49678 -4.06116
N -0.56765 -0.59692 -3.73691
C -1.99338 1.92654 -2.17332
C -3.13250 2.37547 -1.49069
H -4.66584 3.89825 -1.38543
H -3.75518 5.20632 -3.30782
H -1.68870 4.43663 -4.46704
H 2.40804 3.68929 -4.73130
H 2.98451 5.21155 -6.62204
H 1.36444 5.53895 -8.49536
H -0.83968 4.36001 -8.45843
H -1.41978 2.87467 -6.55561
H 0.66751 3.64333 -1.70697
H 2.54480 3.62330 -0.07093
H 4.38380 1.95391 -0.30308
H 4.35977 0.33123 -2.20458
H 2.47855 0.34617 -3.83317
H 0.73958 0.09857 -5.29282
H -2.13412 0.97144 -5.59742
H -1.05090 0.32123 -6.84089
H -3.09266 -1.21371 -5.71149
H -1.53325 -1.94394 -6.17036
H -2.51495 -1.25394 -3.41101
H -1.40518 -2.55335 -3.89270
H 0.13847 -0.88557 -3.06850
H -1.50247 0.99606 -1.87090
H -3.51824 1.80031 -0.64682
```

The value obtained for the LUMO energy is -4.39 eV. The total charge is +1. The value obtained for the relative energy (zero: lowest compared OMol25 entry of this formula, charge and spin) is 0.0 kcal per mole. For the largest force on an atom, the calculation gives 2.3 eV/A.